# 1
C2H3N4O | ωB97M-V/def2-TZVPD

The value obtained for the HOMO energy (alpha / beta) is -16.179 / -16.179 eV. For the total energy, the calculation gives -10118.5739 eV. As for the gap between HOMO and LUMO (alpha / beta): 8.97 / 8.97 eV. The calculation puts the relative energy (zero: lowest compared OMol25 entry of this formula, charge and spin) at 96.2 kcal/mol. Its charge is +1. As for the lowest unoccupied orbital energy (alpha / beta): -7.2 / -7.2 eV.

Each atom is followed by the atoms it is bonded to, with distances in Å.
Geometry (Å):
1 O -1.225 -0.503 2.223  C2 1.154
2 C -0.350 0.127 1.812  O1 1.154, C3 1.745, H8 1.063
3 C 0.321 -0.308 0.261  C2 1.745, N4 1.535, N7 1.408, H9 1.136
4 N -0.478 -1.242 -0.660  C3 1.535, N5 1.229
5 N -0.638 -0.716 -1.759  N4 1.229, N6 1.430
6 N 0.041 0.542 -1.703  N5 1.430, N7 1.248, H10 1.013
7 N 0.560 0.784 -0.594  C3 1.408, N6 1.248
8 H 0.256 0.908 2.201  C2 1.063
9 H 1.273 -0.717 0.725  C3 1.136
10 H 0.239 1.126 -2.506  N6 1.013

---

# 2
C2H3N5O | ωB97M-V/def2-TZVPD

The value obtained for the HOMO energy is -9.897 eV. For the total energy, the calculation gives -11615.0602 eV. As for the gap between HOMO and LUMO: 9.33 eV. The calculation puts the relative energy (zero: lowest compared OMol25 entry of this formula, charge and spin) at 133.1 kcal/mol. As for the lowest unoccupied orbital energy: -0.6 eV.

Each atom is followed by the atoms it is bonded to, with distances in Å.
Geometry (Å):
1 H 1.924 -0.991 -2.281  N2 1.126
2 N 1.449 -1.707 -1.552  H1 1.126, C3 1.311
3 C 0.622 -0.972 -0.850  N2 1.311, N4 1.660, O10 1.354
4 N -0.177 -1.947 0.230  C3 1.660, N5 1.315
5 N -0.283 -1.284 1.361  N4 1.315, N6 1.588
6 N -0.242 0.302 1.438  N5 1.588, C7 1.502, H11 1.011
7 C -0.549 0.875 0.085  N6 1.502, N8 1.201, O10 1.395
8 N -0.897 1.993 -0.177  C7 1.201, H9 1.077
9 H -1.303 2.497 0.684  N8 1.077
10 O -0.023 0.206 -1.021  C3 1.354, C7 1.395
11 H -0.524 1.027 2.084  N6 1.011